Arrangement A

The following is a quantum chemistry calculation of a cluster of 7 separate species, H14O7 in total, from OMol25.

```
21
Properties=species:S:1:pos:R:3:nbo_charge:R:1
H -0.267 -0.389 -0.517 0.514
H 0.744 0.598 0.177 0.516
H 0.915 -3.951 -1.617 0.477
H 0.387 -3.346 -0.296 0.509
H 0.698 -1.596 0.937 0.512
H 0.359 -2.767 1.894 0.476
H -1.214 0.963 0.996 0.508
H -1.653 1.627 2.308 0.473
H -1.594 -1.206 -2.183 0.477
H -0.373 -2.106 -1.855 0.510
H -0.107 4.403 0.959 0.476
H -0.930 3.106 0.692 0.511
H 1.072 2.679 -0.037 0.510
H 1.886 1.991 -1.161 0.478
O 0.038 -0.076 0.368 -1.040
O 0.105 -3.619 -1.204 -0.985
O 0.906 -2.538 1.132 -0.983
O -1.771 1.695 1.352 -0.984
O -0.641 -1.166 -2.019 -0.988
O -0.295 3.739 0.283 -0.984
O 1.734 1.961 -0.207 -0.982
```

Properties
Orbital gap: 0.443 hartree
SMILES: O.O.O.O.O.O.O
LUMO energy: 0.658 eV

=====

Arrangement B

The following is a quantum chemistry calculation of a cluster of 7 separate species, H14O7 in total, from OMol25.

```
21
Properties=species:S:1:pos:R:3:nbo_charge:R:1
H 0.145 -0.294 -0.666 0.483
H -0.276 1.018 0.081 0.429
H -0.242 -3.221 -3.487 0.465
H -1.536 -2.705 -4.150 0.473
H 3.172 0.373 1.622 0.476
H 2.108 0.249 2.673 0.455
H -0.734 1.011 1.629 0.429
H -0.685 0.204 2.780 0.473
H 0.536 3.428 0.674 0.452
H 1.226 4.430 1.365 0.458
H -1.796 -0.376 -0.491 0.458
H -1.834 0.052 -2.010 0.492
H -0.581 -1.696 -0.374 0.463
H -0.147 -2.809 0.406 0.483
O 0.261 0.620 -0.619 -0.919
O -0.788 -2.499 -3.539 -0.937
O 2.957 -0.132 2.459 -0.930
O -1.240 0.942 2.386 -0.903
O 1.294 4.009 0.551 -0.909
O -1.973 -0.699 -1.426 -0.944
O 0.131 -1.903 0.137 -0.946
```

Properties
Orbital gap: 0.421 hartree
SMILES: O.O.O.O.O.O.O
LUMO energy: 0.023 eV

=====

Most stable one: arrangement A, least stable one: arrangement B.

=====

Arrangement A

The following is a quantum chemistry calculation of a cluster of 7 separate species, H14O7 in total, from OMol25.

```
21
Properties=species:S:1:pos:R:3:nbo_charge:R:1
O -10.013 -22.457 20.301 -0.950
H -9.294 -22.270 19.698 0.490
H -10.340 -23.313 20.027 0.486
O -13.080 -19.555 23.972 -0.966
H -13.500 -19.326 23.143 0.489
H -12.284 -19.022 23.993 0.467
O -11.212 -20.497 21.582 -0.991
H -11.995 -20.811 22.033 0.480
H -10.808 -21.288 21.224 0.483
O -10.959 -17.950 20.627 -0.953
H -10.973 -18.737 20.082 0.474
H -10.422 -18.191 21.382 0.479
O -14.316 -18.837 21.468 -0.953
H -14.763 -17.998 21.357 0.480
H -13.853 -18.972 20.641 0.485
O -7.864 -21.270 22.079 -0.944
H -7.350 -22.062 21.922 0.458
H -8.770 -21.538 21.926 0.484
O -10.706 -23.081 23.261 -0.933
H -10.058 -23.648 23.680 0.471
H -11.370 -23.683 22.925 0.464
```

Properties
Orbital gap: 0.383 hartree
SMILES: O.O.O.O.O.O.O
LUMO energy: -0.077 eV

=====

Arrangement B

The following is a quantum chemistry calculation of a structure of composition H14O7, from OMol25.

```
21
Properties=species:S:1:pos:R:3:nbo_charge:R:1
O -3.087 11.498 26.171 -0.973
H -3.666 11.841 25.490 0.483
H -2.553 10.841 25.724 0.472
O -6.856 9.506 27.386 -1.057
H -6.649 10.414 27.610 0.443
H -6.084 9.194 26.915 0.457
O -5.128 10.010 23.981 -0.901
H -6.065 9.903 23.817 0.514
H -4.780 9.118 23.970 0.515
O -5.100 9.692 26.361 -0.942
H -4.995 9.860 25.424 0.461
H -4.682 10.441 26.787 0.497
O -6.161 11.484 28.390 -0.908
H -5.238 11.717 28.497 0.486
H -6.614 12.324 28.319 0.502
O -3.556 11.542 24.043 -0.988
H -4.386 11.145 23.779 0.479
H -3.018 11.524 23.251 0.481
O -4.626 9.935 29.375 -0.938
H -5.047 9.078 29.316 0.484
H -5.047 10.457 28.692 0.432
```

Properties
Orbital gap: 0.307 hartree
LUMO energy: -0.222 eV

=====

Arrangement C

The following is a quantum chemistry calculation of a cluster of 7 separate species, H14O7 in total, from OMol25.

```
21
Properties=species:S:1:pos:R:3:nbo_charge:R:1
O 3.034 -2.322 0.590 -0.952
H 3.932 -2.572 0.357 0.460
H 2.813 -1.601 -0.020 0.485
O 0.073 0.247 0.452 -0.985
H -0.554 0.019 -0.258 0.506
H 0.920 0.373 0.013 0.475
O -1.573 -0.873 -1.612 -0.946
H -1.865 -0.060 -2.044 0.486
H -2.357 -1.192 -1.152 0.480
O -3.025 1.698 -0.614 -0.957
H -3.221 2.634 -0.735 0.481
H -3.865 1.306 -0.350 0.478
O -0.801 2.698 1.622 -0.969
H -0.293 1.908 1.370 0.490
H -1.631 2.581 1.150 0.464
O 3.134 -0.346 -1.548 -0.956
H 3.986 -0.348 -1.995 0.484
H 2.682 0.437 -1.879 0.478
O -0.623 -1.634 2.566 -0.954
H -0.301 -0.765 2.292 0.486
H -0.465 -2.188 1.796 0.465
```

Properties
Orbital gap: 0.387 hartree
SMILES: O.O.O.O.O.O.O
LUMO energy: -0.006 eV

=====

Arrangement D

The following is a quantum chemistry calculation of a cluster of 7 separate species, H14O7 in total, from OMol25.

```
21
Properties=species:S:1:pos:R:3:nbo_charge:R:1
H -1.079 -0.366 0.008 0.475
H -0.876 0.183 -1.376 0.463
H 0.155 -2.678 1.408 0.457
H 0.654 -2.051 2.596 0.459
H 0.780 -1.629 -4.819 0.469
H 1.403 -1.043 -3.508 0.466
H 1.587 2.109 -0.041 0.448
H 2.617 2.371 0.905 0.438
H 1.197 -0.523 -0.768 0.471
H 2.390 -0.138 -1.650 0.442
H -0.061 2.838 2.617 0.456
H 1.042 2.622 3.568 0.459
H -5.196 0.379 1.013 0.464
H -5.404 -1.008 0.418 0.463
O -1.173 -0.582 -0.926 -0.933
O 0.920 -2.138 1.608 -0.916
O 0.961 -1.800 -3.929 -0.936
O 2.285 1.623 0.472 -0.891
O 2.040 -0.053 -0.717 -0.913
O 0.651 2.134 2.864 -0.914
O -4.891 -0.251 0.257 -0.926
```

Properties
Orbital gap: 0.380 hartree
SMILES: O.O.O.O.O.O.O
LUMO energy: 0.384 eV

=====

Most stable one: arrangement C, least stable one: arrangement B.

=====

Arrangement A

The following is a quantum chemistry calculation of a cluster of 7 separate species, H14O7 in total, from OMol25.

```
21
Properties=species:S:1:pos:R:3:nbo_charge:R:1
O 33.717 -14.485 3.205 -0.779
H 33.981 -14.731 4.169 0.558
H 33.572 -13.558 3.220 0.555
H 32.815 -14.757 3.236 0.542
O 34.014 -11.827 3.004 -1.265
H 34.108 -11.220 3.839 0.421
O 35.828 -12.336 4.935 -0.979
H 35.274 -12.248 4.180 0.489
H 35.993 -11.513 5.228 0.452
O 33.936 -12.112 0.347 -0.965
H 34.050 -11.972 1.207 0.495
H 34.645 -11.877 -0.191 0.458
O 34.418 -15.246 5.747 -0.969
H 34.448 -16.285 5.945 0.501
H 34.653 -14.787 6.561 0.510
O 31.262 -15.861 3.318 -0.955
H 30.966 -16.366 2.602 0.482
H 30.525 -15.797 3.908 0.491
O 32.027 -12.748 4.896 -1.008
H 32.752 -12.258 4.370 0.500
H 32.192 -12.581 5.839 0.466
```

Properties
Orbital gap: 0.319 hartree
LUMO energy: -0.131 eV

=====

Arrangement B

The following is a quantum chemistry calculation of a cluster of 7 separate species, H14O7 in total, from OMol25.

```
21
Properties=species:S:1:pos:R:3:nbo_charge:R:1
H 1.346 -0.882 -0.600 0.467
H 0.320 0.238 -0.591 0.476
H -3.763 0.067 -1.983 0.472
H -3.055 -0.374 -0.713 0.483
H -1.317 -0.497 -0.080 0.459
H -1.250 -0.383 -1.594 0.499
H 4.460 -0.716 -1.987 0.467
H 4.057 -0.804 -0.525 0.470
H -3.689 1.412 0.151 0.476
H -4.609 0.206 0.247 0.463
H 1.329 -2.660 2.248 0.468
H 0.019 -2.343 1.545 0.470
H 1.511 3.157 1.486 0.471
H 2.487 3.594 0.405 0.471
O 1.178 -0.008 -0.230 -0.968
O -2.901 -0.205 -1.649 -0.958
O -0.957 -0.934 -0.860 -0.943
O 4.823 -0.865 -1.107 -0.937
O -3.998 0.740 0.768 -0.926
O 0.375 -2.641 2.390 -0.937
O 1.748 3.913 0.936 -0.942
```

Properties
Orbital gap: 0.395 hartree
SMILES: O.O.O.O.O.O.O
LUMO energy: -0.217 eV

=====

Arrangement C

The following is a quantum chemistry calculation of a cluster of 7 separate species, H14O7 in total, from OMol25.

```
21
Properties=species:S:1:pos:R:3:nbo_charge:R:1
H -1.480 -0.569 0.674 0.468
H -2.058 0.832 0.783 0.470
H 1.235 -4.700 0.483 0.477
H 1.452 -3.936 1.779 0.479
H 1.537 3.669 0.454 0.480
H 0.046 3.569 0.174 0.468
H -3.107 -0.496 -3.957 0.470
H -3.712 -1.864 -3.687 0.467
H -2.217 4.101 2.323 0.461
H -0.946 3.271 2.236 0.475
H 1.108 -0.569 0.062 0.459
H 2.225 0.129 0.822 0.471
H 3.636 -2.373 -1.325 0.467
H 2.355 -2.227 -0.520 0.473
O -1.894 0.125 0.149 -0.938
O 1.266 -3.806 0.842 -0.954
O 0.680 3.958 0.787 -0.945
O -3.422 -1.290 -4.404 -0.938
O -1.510 3.733 2.866 -0.938
O 1.587 0.266 0.111 -0.930
O 3.220 -1.823 -0.652 -0.943
```

Properties
Orbital gap: 0.409 hartree
SMILES: O.O.O.O.O.O.O
LUMO energy: 0.119 eV

=====

Arrangement D

The following is a quantum chemistry calculation of a structure of composition H14O7, from OMol25.

```
21
Properties=species:S:1:pos:R:3:nbo_charge:R:1
O 0.625 0.364 0.154 -0.995
H -0.222 0.243 0.584 0.437
H 0.455 0.173 -0.768 0.439
O -0.147 2.444 -0.887 -0.890
H 0.565 2.040 -1.383 0.442
H -0.945 2.096 -1.286 0.452
O -0.849 -1.312 2.842 -0.983
H -0.117 -1.134 3.432 0.459
H -0.866 -0.563 2.247 0.439
O -1.139 0.256 1.304 -0.804
H -1.950 0.155 0.807 0.512
H -1.099 1.190 1.511 0.519
O -0.123 -2.264 -1.689 -0.948
H 0.222 -1.373 -1.628 0.465
H 0.309 -2.637 -2.457 0.463
O 1.974 -0.636 1.527 -1.000
H 1.946 0.184 2.020 0.435
H 1.569 -0.425 0.686 0.469
O 0.026 0.202 -2.016 -0.913
H 0.470 0.962 -2.391 0.484
H -0.705 0.034 -2.611 0.516
```

Properties
Orbital gap: 0.300 hartree
LUMO energy: -0.697 eV

=====

Most stable one: arrangement C, least stable one: arrangement D.

=====

Arrangement A

The following is a quantum chemistry calculation of a cluster of 7 separate species, H14O7 in total, from OMol25.

```
21
Properties=species:S:1:pos:R:3:nbo_charge:R:1
H 0.843 -1.974 -2.681 0.474
H 1.366 -0.782 -1.808 0.509
H 0.383 -1.493 2.553 0.485
H 0.104 -0.041 2.065 0.515
H -2.206 -2.351 0.039 0.474
H -1.410 -1.362 0.898 0.505
H -0.706 -0.210 -2.106 0.509
H -1.779 -0.282 -0.982 0.506
H 1.606 0.726 -0.350 0.501
H 1.456 -0.606 0.398 0.499
H 0.017 1.936 1.403 0.515
H 0.975 1.943 2.614 0.479
H 0.174 2.811 -0.803 0.488
H -0.487 1.369 -0.820 0.518
O 0.792 -1.009 -2.583 -0.992
O 0.158 -0.986 1.764 -1.012
O -2.194 -1.426 0.322 -0.972
O -1.373 0.335 -1.627 -0.999
O 1.995 -0.170 -0.298 -0.994
O 0.108 1.605 2.333 -0.978
O 0.177 1.968 -0.331 -1.034
```

Properties
Orbital gap: 0.423 hartree
SMILES: O.O.O.O.O.O.O
LUMO energy: 0.415 eV

=====

Arrangement B

The following is a quantum chemistry calculation of a cluster of 7 separate species, H14O7 in total, from OMol25.

```
21
Properties=species:S:1:pos:R:3:nbo_charge:R:1
O -3.481 -1.264 -0.376 -0.967
H -2.804 -0.605 -0.598 0.496
H -4.302 -0.771 -0.279 0.469
O -1.846 -3.538 0.667 -0.951
H -2.157 -3.574 1.577 0.461
H -1.966 -2.613 0.413 0.487
O 0.303 2.388 0.278 -0.956
H -0.126 2.361 1.142 0.484
H 0.548 3.313 0.145 0.485
O 1.817 -0.366 1.682 -0.951
H 2.571 -0.573 2.244 0.477
H 1.108 -0.137 2.293 0.475
O 3.140 1.687 -0.283 -0.966
H 3.205 0.729 -0.211 0.470
H 2.191 1.859 -0.187 0.488
O 0.745 0.791 -2.382 -0.956
H 0.448 -0.017 -2.818 0.478
H 1.661 0.912 -2.663 0.481
O -0.744 -0.253 -0.198 -1.002
H -0.264 0.542 -0.496 0.512
H -0.047 -0.872 0.050 0.485
```

Properties
Orbital gap: 0.401 hartree
SMILES: O.O.O.O.O.O.O
LUMO energy: 0.201 eV

=====

Most stable one: arrangement A, least stable one: arrangement B.